19
Properties=species:S:1:pos:R:3 method="wB97M-V/def2-TZVPD" homo_lumo_gap_ev="1.7 / 8.6" relative_energy_ev=0.702 total_charge=-1 lumo_energy_ev="2.68 / 3.28" spin_multiplicity=2
N -1.18658 -1.42503 -1.07383
C -0.79471 -0.08864 -0.63537
C -1.27746 0.18933 0.78658
S -0.91408 -1.12905 1.99658
C 0.76280 0.08919 -0.63865
N 1.04545 1.12519 -1.66012
H -0.39720 -2.06154 -1.10141
H -1.86248 -2.07357 1.66466
H -1.51231 -1.43236 -2.03656
H -1.19507 0.70653 -1.26109
H -2.35548 0.34767 0.79197
H -0.76493 1.05664 1.20071
H 1.08297 0.48651 0.32542
H 1.33503 -0.79639 -0.91436
H 1.96283 1.55191 -1.64884
H 0.91950 0.71249 -2.57671
H 1.82655 0.69883 1.53159
H 1.29877 0.85438 2.90019
O 2.02639 1.18791 2.34924